(1)
{
  "formula": "C7H7AsBrCoN2O2S4",
  "method": "the ωB97M-V functional and the def2-TZVPD basis",
  "total_charge": -2,
  "energy_ev": -226300.7438,
  "lumo_ev": 4.13,
  "species": ["Co", "N", "N", "C", "O", "O", "H", "H", "H", "S", "As", "S", "S", "S", "Br", "C", "C", "C", "C", "C", "C", "H", "H", "H", "H"],
  "xyz": [[-0.2030, 0.0429, -0.2551], [-0.0746, 0.1475, 1.8022], [0.9415, -0.7324, 2.2196], [1.9035, -1.0508, 1.2480], [2.9792, -1.5141, 1.6190], [1.5292, -0.8310, 0.0354], [0.1303, 1.1189, 2.0276], [-0.9750, -0.0714, 2.2397], [1.3201, -0.5902, 3.1429], [-3.1940, 0.7771, 2.6649], [-3.1581, 0.6826, 0.5323], [-2.0628, -1.1353, -0.1370], [-1.4552, 1.8718, -0.2916], [-4.9721, 1.0051, -0.4836], [0.6420, 0.0273, -6.8439], [0.3691, 0.0122, -4.9413], [1.4569, -0.1275, -4.1055], [1.2376, -0.1426, -2.7271], [-0.0379, -0.0085, -2.1696], [-1.1037, 0.1344, -3.0654], [-0.9155, 0.1405, -4.4413], [2.4549, -0.2304, -4.5130], [2.0896, -0.2789, -2.0741], [-2.1131, 0.2477, -2.6867], [-1.7573, 0.2513, -5.1131]],
  "lowdin_charge": [-0.072, -0.087, 0.006, -0.709, -0.013, -0.104, 0.084, -0.044, 0.124, -0.205, -0.450, 0.189, 0.155, -0.241, 0.604, -0.709, -0.163, -0.105, -0.274, -0.146, -0.151, 0.083, 0.081, 0.059, 0.089]
}

---

(2)
{
  "formula": "C7H7BrFNO2",
  "method": "the ωB97M-V functional and the def2-TZVPD basis",
  "s2": 2.046,
  "total_charge": 0,
  "energy_ev": -85711.4320,
  "lumo_ev": [0.05, -1.80],
  "multiplicity": 3,
  "species": ["C", "C", "C", "C", "C", "C", "C", "N", "O", "O", "F", "Br", "H", "H", "H", "H", "H", "H", "H"],
  "xyz": [[2.2154, -1.5453, -0.8448], [1.0578, 0.3948, 0.3199], [2.1286, -0.3327, -0.1183], [1.2568, -2.4105, -1.0093], [-0.2804, -2.2517, 1.1809], [-0.7199, -1.2587, 0.2370], [-1.2995, 0.9413, -0.3377], [-0.3540, 0.0449, 0.2123], [-0.8581, -3.3220, 1.2868], [0.7877, -2.0340, 2.0421], [1.2042, -3.4764, -1.7861], [3.8802, 0.4891, 0.2387], [3.2049, -1.8229, -1.1634], [1.3299, 1.3963, 0.7259], [-1.5772, -1.5319, -0.4058], [-0.7820, 1.9929, -0.3289], [-1.7444, 0.7496, -1.4069], [-2.0681, 1.1283, 0.4085], [1.4757, -1.4009, 2.0021]],
  "mulliken_spin": [-0.022, -0.115, 0.154, 0.920, 0.026, 0.525, 0.018, 0.173, 0.201, -0.006, 0.072, 0.006, 0.036, -0.005, 0.012, -0.002, 0.009, -0.009, 0.006]
}

---

(3)
{
  "formula": "C7H7BrO3",
  "method": "the ωB97M-V functional and the def2-TZVPD basis",
  "total_charge": 0,
  "energy_ev": -83551.5846,
  "lumo_ev": [0.80, 0.80],
  "species": ["C", "C", "C", "C", "C", "C", "C", "O", "O", "O", "Br", "H", "H", "H", "H", "H", "H", "H"],
  "xyz": [[-0.0194, -1.7139, 2.0204], [1.2289, -1.2051, 1.8232], [-0.9157, -0.6477, 1.7283], [-0.1238, 0.4351, 1.4097], [0.9713, 0.7391, -1.8183], [-0.1118, 1.7932, -1.6121], [-1.0720, -0.1333, -1.3843], [1.1589, 0.0821, 1.4850], [0.2840, -0.5035, -1.4807], [-1.2374, 1.1080, -1.5103], [-2.8031, -0.5227, 1.7656], [-0.4233, -2.6696, 2.2818], [2.1278, -1.6286, 1.8823], [1.4175, 0.8105, -2.8589], [1.9233, 0.7476, -1.2405], [-0.6058, 1.3660, 1.1346], [0.0184, 2.7299, -2.0900], [-1.8176, -0.7873, -1.5356]],
  "lowdin_charge": [-0.061, -0.102, -0.698, -0.190, -0.151, -0.119, -0.192, 0.029, -0.034, 0.034, 0.737, 0.104, 0.087, 0.115, 0.113, 0.125, 0.093, 0.107]
}

---

(4)
{
  "formula": "C7H7CaO6S",
  "method": "the ωB97M-V functional and the def2-TZVPD basis",
  "total_charge": 1,
  "energy_ev": -48922.7738,
  "lumo_ev": -4.32,
  "species": ["O", "C", "Ca", "O", "C", "C", "O", "C", "O", "C", "O", "H", "C", "S", "C", "O", "H", "H", "H", "H", "H", "H"],
  "xyz": [[0.0219, 2.1561, -2.7047], [-0.0319, 1.4106, -1.8317], [-0.3635, -0.1257, 0.2107], [0.0188, 2.8509, 2.3206], [-0.0269, 1.9712, 1.5931], [-0.1239, -1.8408, -1.7347], [-0.2164, -2.9866, -1.4422], [2.3245, -0.2000, -0.1559], [3.4542, -0.2644, -0.3483], [-2.7446, -0.0804, -0.4710], [-3.8730, -0.3188, -0.4436], [0.1296, -1.4799, -2.8143], [0.1213, -2.2671, 4.2891], [0.5771, -1.7042, 2.6881], [0.9884, -3.2762, 1.8623], [-0.7939, -1.2194, 2.0751], [1.0733, -2.5067, 4.7737], [-0.5469, -3.1573, 4.2501], [-0.3687, -1.4109, 4.7985], [1.5439, -3.8938, 2.5761], [0.0788, -3.7789, 1.5052], [1.6675, -3.0796, 1.0252]],
  "lowdin_charge": [0.125, -0.030, 0.853, 0.142, 0.022, -0.388, -0.118, 0.006, 0.117, 0.009, 0.129, 0.012, -0.253, 0.864, -0.212, -0.728, 0.069, 0.095, 0.080, 0.069, 0.084, 0.051]
}

---

(5)
{
  "formula": "C7H7Cl6N",
  "method": "the ωB97M-V functional and the def2-TZVPD basis",
  "total_charge": 0,
  "energy_ev": -83987.8755,
  "lumo_ev": -0.10,
  "species": ["N", "C", "C", "C", "C", "C", "H", "H", "H", "H", "H", "C", "Cl", "Cl", "Cl", "H", "C", "Cl", "Cl", "Cl", "H"],
  "xyz": [[-0.3522, -0.0559, 1.9919], [-0.6479, -0.9968, 1.0675], [-0.2336, -0.9701, -0.3018], [0.3776, 0.2066, -0.7756], [0.7163, 1.1253, 0.1971], [0.3784, 1.0017, 1.5658], [-1.2949, -1.7668, 1.4611], [-0.4674, -1.7548, -1.0060], [0.5263, 0.2827, -1.8426], [1.2869, 1.9861, -0.1188], [0.4495, 1.8565, 2.2222], [-1.8322, 0.7331, 3.1571], [-3.1054, 2.0223, 3.3843], [-2.6297, -0.6978, 2.3614], [-1.0119, 0.1433, 4.6266], [-1.0898, 1.1449, 2.4736], [1.8074, -1.0089, -4.1446], [0.9958, -0.7535, -2.4995], [3.1633, 0.1468, -4.1672], [0.7060, -0.6441, -5.4587], [2.2573, -2.0005, -4.1938]],
  "lowdin_charge": [-0.210, -0.226, -0.081, -0.288, -0.022, -0.102, 0.020, 0.075, -0.200, 0.106, 0.131, -1.378, 0.463, 0.663, 0.568, -0.052, -1.371, 0.832, 0.507, 0.543, 0.021]
}

---

(6)
{
  "formula": "C7H7Cl6N",
  "method": "the ωB97M-V functional and the def2-TZVPD basis",
  "total_charge": 0,
  "energy_ev": -83991.3220,
  "lumo_ev": 0.08,
  "species": ["N", "C", "C", "C", "C", "C", "H", "H", "H", "H", "H", "C", "Cl", "Cl", "Cl", "H", "C", "Cl", "Cl", "Cl", "H"],
  "xyz": [[-2.8862, -8.9480, 19.0749], [-3.6050, -7.9082, 19.5453], [-4.5547, -7.2589, 18.6953], [-4.4643, -7.4630, 17.3136], [-3.6005, -8.4391, 16.7867], [-2.8138, -9.1558, 17.7445], [-3.4480, -7.6719, 20.5874], [-5.1369, -6.4380, 19.0871], [-5.1213, -6.8609, 16.7035], [-3.4700, -8.5665, 15.7222], [-1.9733, -9.7406, 17.4012], [-7.3029, -6.6559, 15.4611], [-8.2716, -5.2649, 15.2219], [-6.6482, -6.7994, 17.0746], [-5.7617, -6.7094, 14.4962], [-7.9169, -7.5144, 15.1889], [-10.4074, -4.3790, 14.2650], [-11.5327, -5.4776, 15.0212], [-10.8348, -2.6788, 14.6596], [-10.4748, -4.6579, 12.5148], [-9.4011, -4.5885, 14.6277]],
  "lowdin_charge": [0.028, -0.121, -0.120, -0.295, -0.045, -0.137, 0.097, 0.078, -0.160, 0.085, 0.093, -1.318, 0.800, 0.763, 0.579, 0.049, -1.628, 0.545, 0.507, 0.529, -0.329]
}

---

(7)
{
  "formula": "C7H7ClN2O2",
  "method": "the ωB97M-V functional and the def2-TZVPD basis",
  "total_charge": 0,
  "energy_ev": -26964.8583,
  "lumo_ev": [-1.94, -0.34],
  "species": ["C", "C", "C", "C", "C", "C", "C", "N", "N", "O", "O", "Cl", "H", "H", "H", "H", "H", "H", "H"],
  "xyz": [[-1.0751, -0.6814, 0.0660], [0.0606, -1.4107, -0.1870], [1.2956, -0.7083, 0.2097], [1.8798, 0.2052, -0.4940], [-1.2804, 0.6976, 0.4473], [2.8463, 1.3157, -0.6411], [-2.7511, 1.2354, 0.4716], [-0.3558, 1.4688, 0.8640], [0.0775, -2.5983, -0.7751], [2.4441, 2.3153, 0.1002], [3.8468, 1.2115, -1.3244], [2.1971, -1.8222, 1.3344], [-1.9214, -1.0631, -0.3424], [-3.3933, 0.3478, 0.5041], [-2.9425, 2.0287, 1.1911], [-2.9585, 1.7717, -0.4399], [1.7345, 1.9872, 0.7465], [-0.6740, -3.2521, -0.8725], [0.9699, -3.0489, -0.8585]],
  "lowdin_charge": [-0.037, -0.398, -0.565, 0.154, -0.421, -0.549, -0.024, 0.211, 0.145, 0.117, 0.121, 0.635, 0.067, 0.075, 0.074, 0.068, 0.113, 0.119, 0.097]
}

---

(8)
{
  "formula": "C7H7ClN2OS3",
  "method": "the ωB97M-V functional and the def2-TZVPD basis",
  "s2": 2.032,
  "total_charge": 0,
  "energy_ev": -57424.1950,
  "lumo_ev": [0.61, -2.41],
  "multiplicity": 3,
  "species": ["C", "C", "C", "C", "C", "C", "C", "N", "N", "O", "S", "S", "S", "Cl", "H", "H", "H", "H", "H", "H", "H"],
  "xyz": [[-0.6905, 2.3352, 0.6786], [-0.6107, 1.6205, 1.8700], [0.5122, -0.2164, 0.7836], [0.3317, 0.4941, -0.5036], [-0.3025, 1.7172, -0.5269], [-0.0258, 0.4008, 1.8995], [1.0442, -1.5037, 0.5327], [0.8406, -0.1726, -1.5573], [-0.6827, 2.3269, -1.7854], [1.1120, -2.6285, -2.1015], [-1.4823, -2.6965, -0.2731], [1.4362, -2.5974, 1.8169], [1.6635, -1.6888, -1.1850], [0.3679, -0.6212, 3.3605], [-1.1169, 3.2905, 0.6621], [-1.0195, 2.1001, 2.7125], [0.7843, 0.0622, -2.5597], [-1.4839, 1.8045, -2.1272], [-1.1170, 3.2310, -1.5631], [-1.2250, -3.6102, -1.1364], [1.6643, -3.6478, 1.0028]],
  "mulliken_spin": [0.159, -0.063, -0.162, 0.117, -0.046, 0.142, 0.548, 0.035, -0.001, 0.019, 1.002, 0.177, 0.058, 0.008, 0.017, 0.003, -0.001, -0.002, 0.001, -0.015, 0.005]
}